Density functional theory data (ωB97M-V/def2-TZVPD) for a structure of composition C3H3LiNaO3 in a non-equilibrium geometry.

For the HOMO energy (spin up / spin down), the calculation gives -0.174 / -0.258 Ha. The value obtained for the frontier orbital gap (spin up / spin down) is 3.876 / 6.159 eV. As for the LUMO energy (spin up / spin down): -0.8540 / -0.8565 eV. The spin multiplicity is 2.

Geometry (Å):
C: -1.40842 0.29212 0.21058
C: -0.06785 -0.28529 -0.10660
O: 0.85264 0.77902 -0.33368
O: -1.93065 0.29973 1.35852
H: -0.14327 -0.92782 -1.00375
H: 0.26837 -0.92960 0.72350
O: 2.45897 -0.72942 -0.60850
C: 2.16533 0.48067 -0.59591
Li: -3.75333 0.37433 1.72801
Na: 4.47638 0.35156 -0.99475
H: -2.91817 0.29470 -0.37741

Atomic forces in eV per Å
C -3.9 1.2 0.2
C 0.0 -1.3 -0.1
O 0.1 0.6 -0.1
O 1.6 -0.3 1.4
H 0.0 0.3 0.3
H 0.0 0.2 -0.1
O 0.3 0.0 -0.1
C 0.0 -0.2 0.1
Li 1.0 -0.1 -0.8
Na -0.7 -0.1 0.1
H 1.6 -0.3 -0.9

***

Density functional theory data (ωB97M-V/def2-TZVPD) for a cluster of 2 separate species, C7H14 in total in a non-equilibrium geometry.

For the HOMO energy, the calculation gives -0.322 Ha. The value obtained for the frontier orbital gap is 9.849 eV. As for the LUMO energy: 1.0756 eV. The SMILES is CCC1(C)C=C1.C.

Geometry (Å):
C: -1.85691 -0.13581 -1.01079
C: -0.35105 -0.13718 -1.28438
C: 0.47998 -0.74649 -0.16296
C: 0.16461 -2.18457 0.18421
C: 1.88738 -0.29942 0.12847
C: 0.99210 -0.03997 1.02077
H: -2.40060 0.35292 -1.82568
H: -2.25525 -1.15212 -0.91206
H: -2.09086 0.39983 -0.08239
H: -0.14339 -0.71483 -2.19703
H: -0.00275 0.88317 -1.48216
H: 0.36054 -2.82791 -0.67371
H: -0.87742 -2.29617 0.49600
H: 0.80688 -2.50787 1.01416
H: 2.90163 -0.63878 0.17123
H: 0.78585 0.07181 2.07088
C: 0.30799 2.39105 0.92201
H: 1.02479 1.64424 0.67259
H: -0.73535 2.05061 0.89424
H: 0.48270 3.10983 0.13901
H: 0.51913 2.77765 1.91757

Atomic forces in eV per Å
C 0.0 0.0 0.0
C 0.1 0.0 0.0
C 0.0 -0.4 0.0
C -0.1 -0.3 -0.1
C 0.5 -0.9 0.3
C 0.0 -0.7 0.7
H 0.1 -0.1 0.1
H 0.1 0.2 0.0
H 0.1 -0.1 -0.1
H -0.1 0.1 0.1
H 0.0 -0.1 0.1
H -0.1 -0.2 0.0
H 0.0 -0.1 -0.1
H -0.2 0.0 -0.3
H 0.4 0.1 -0.5
H 0.0 0.2 0.0
C -0.7 1.1 0.1
H -0.1 0.2 0.1
H 0.4 -0.1 -0.1
H -0.3 0.9 -0.1
H 0.1 0.3 -0.1

***

Density functional theory data (ωB97M-V/def2-TZVPD) for a cluster of 7 separate species, C13H30Cl12O2P in total in a non-equilibrium geometry.

For the HOMO energy, the calculation gives -0.148 Ha. The value obtained for the frontier orbital gap is 6.212 eV. As for the LUMO energy: 2.1859 eV. As for the charge: -1.

Geometry (Å):
C: 1.69492 0.06957 4.06072
C: 2.29531 1.05979 2.99623
C: 1.21280 1.98112 2.35805
C: 3.23917 0.36288 1.96525
C: 2.56217 -0.14925 0.64797
P: 1.09363 -1.35029 0.86059
O: 0.28986 -0.40615 -0.42582
C: -0.21751 -1.31180 -1.37954
C: 0.68210 -2.64596 -1.27411
O: 1.72114 -2.54771 -0.29223
H: 1.29567 -0.84854 3.60739
H: 2.45246 -0.21954 4.81628
H: 0.89631 0.63690 4.58426
H: 2.94677 1.73566 3.59970
H: 1.58233 3.00538 2.15330
H: 0.73198 1.56466 1.45887
H: 0.41161 2.08512 3.11038
H: 3.83900 -0.43447 2.45315
H: 3.98302 1.13599 1.65769
H: 2.24909 0.70286 0.02335
H: 3.34684 -0.67890 0.06067
H: -0.11875 -2.16678 0.80840
H: 0.32886 -0.52683 1.77826
H: 1.71634 -2.11921 1.92966
H: -1.25868 -1.56117 -1.06879
H: -0.24978 -0.97222 -2.42957
H: -0.03859 -3.46154 -1.07295
H: 1.23856 -2.79850 -2.22564
C: 4.38513 -2.20507 -1.29939
Cl: 4.00776 -0.88570 -2.41434
Cl: 5.56571 -1.70354 -0.08219
H: 3.46618 -2.50814 -0.79810
H: 4.79641 -3.03560 -1.86451
C: -2.25109 4.13703 4.13829
Cl: -0.51444 4.36543 3.92101
Cl: -2.77990 2.59879 3.44692
H: -2.47809 4.14295 5.19961
H: -2.77763 4.94553 3.64126
C: -2.35844 -0.72078 -5.04969
Cl: -3.73814 -0.99824 -3.97609
Cl: -1.09704 -1.93083 -4.80980
H: -2.70098 -0.77036 -6.07817
H: -1.94479 0.26134 -4.84263
C: -4.53045 2.17366 -1.73556
Cl: -5.07839 3.62933 -2.58235
Cl: -3.19122 2.52513 -0.63937
H: -5.35952 1.77163 -1.16559
H: -4.19899 1.44655 -2.46953
C: 3.02567 -2.01522 -5.74359
Cl: 1.69743 -3.17500 -5.79659
Cl: 2.55172 -0.44174 -6.39712
H: 3.29523 -1.88585 -4.69882
H: 3.85931 -2.39992 -6.32237
C: -6.22762 0.47072 2.84500
Cl: -5.63860 1.03067 1.27764
Cl: -7.99554 0.40150 2.89095
H: -5.83293 -0.52261 3.03174
H: -5.88342 1.15725 3.61189

Atomic forces in eV per Å
C 0.1 0.6 -0.2
C 0.4 -0.2 0.4
C -0.2 -0.3 0.5
C -0.1 0.5 -0.5
C 0.8 -0.4 0.6
P -1.0 0.7 0.9
O 0.1 -0.7 -1.6
C 0.3 -0.8 1.3
C 0.3 0.3 -0.8
O -1.6 0.8 -0.9
H 0.0 0.5 0.2
H -0.2 0.2 -0.4
H 0.3 -0.6 -0.1
H -0.3 -0.3 -0.3
H 0.0 -0.5 -0.1
H 0.4 0.1 0.3
H 0.3 0.0 -0.4
H -0.5 0.3 -0.1
H -0.3 -0.4 0.1
H 0.0 -0.3 0.4
H -0.8 0.7 0.7
H 0.1 -0.4 0.4
H 0.7 0.1 0.2
H 0.0 0.2 -0.1
H 0.3 -0.1 -0.5
H 0.3 0.4 0.5
H 0.7 0.0 -0.1
H -0.7 -0.2 0.2
C 0.2 -0.5 -0.1
Cl 0.0 0.0 -0.3
Cl 0.4 -0.1 0.0
H -0.2 0.2 0.0
H 0.2 0.1 -0.1
C 0.0 0.1 0.1
Cl -0.2 0.3 0.2
Cl -0.1 0.0 0.0
H 0.1 -0.1 0.0
H 0.1 -0.1 -0.1
C 0.2 0.0 -0.1
Cl -0.1 0.1 0.0
Cl -0.2 0.1 -0.2
H 0.0 -0.1 0.1
H 0.0 -0.1 0.1
C 0.2 -0.1 0.1
Cl -0.1 0.0 -0.1
Cl 0.0 -0.1 -0.1
H 0.0 0.1 0.0
H 0.0 0.1 0.0
C 0.1 0.0 0.3
Cl 0.1 -0.3 -0.2
Cl 0.0 0.0 0.0
H 0.0 0.1 -0.1
H -0.1 0.0 0.0
C 0.1 0.0 0.0
Cl 0.0 -0.1 0.2
Cl -0.1 0.0 0.1
H -0.1 0.0 -0.1
H -0.1 0.1 -0.1

***

Density functional theory data (ωB97M-V/def2-TZVPD) for a cluster of 12 separate species, C5H36N2O12 in total in a non-equilibrium geometry.

For the HOMO energy, the calculation gives -0.355 Ha. The value obtained for the frontier orbital gap is 9.872 eV. As for the LUMO energy: 0.2024 eV. The SMILES is NCNCCCCO.O.O.O.O.O.O.O.O.O.O.O.

Geometry (Å):
N: -1.17452 0.64599 -3.17046
C: -1.07782 1.43506 -1.91447
N: -0.31947 0.73488 -0.84663
C: -0.72301 0.99054 0.52780
C: -0.29169 -0.11519 1.51919
C: 1.15519 -0.10468 1.88328
C: 1.62363 1.24263 2.32902
O: 0.70159 2.10418 2.92092
H: -1.88678 -0.06008 -3.13149
H: -0.31005 0.19510 -3.39637
H: -2.17873 1.56584 -1.73068
H: -0.63573 2.39566 -2.23232
H: 0.67215 0.94357 -0.95909
H: -1.86747 0.83226 0.45697
H: -0.57709 2.00235 0.99474
H: -0.95151 -0.07550 2.42746
H: -0.62860 -1.03109 0.96843
H: 1.74890 -0.56094 1.06492
H: 1.37509 -0.80298 2.72528
H: 2.52722 1.15136 3.00606
H: 1.98234 1.76731 1.42848
H: 0.42453 1.81671 3.79381
O: -2.75466 -1.94130 2.52809
H: -2.94604 -1.34289 1.80438
H: -3.37609 -2.66494 2.35125
O: -0.73991 -3.60695 1.55033
H: -1.04994 -3.13883 0.74643
H: -1.30120 -3.00200 2.13168
O: 1.89967 -3.26179 1.70335
H: 0.94087 -3.42563 1.84852
H: 2.30365 -3.34021 2.56323
O: 2.01952 -3.01956 -3.41302
H: 2.72093 -2.63477 -2.88512
H: 1.25341 -3.09866 -2.85134
O: -3.58151 -0.62113 -0.30502
H: -3.63656 0.33082 -0.14546
H: -2.65887 -0.77138 -0.58167
O: -0.90000 3.98936 -0.71614
H: -0.00749 4.34772 -0.64424
H: -1.16527 4.45514 -1.52647
O: 2.27985 2.79998 -1.78090
H: 2.78039 2.01967 -1.46407
H: 2.05747 2.53385 -2.66954
O: 2.16197 -2.19316 -0.75292
H: 1.21822 -1.97606 -0.76216
H: 2.29368 -2.85394 -0.03340
O: -2.97210 3.18994 0.88617
H: -3.34489 3.86809 1.44050
H: -2.19305 3.54091 0.42119
O: 3.47526 0.16143 -0.86661
H: 3.25421 -0.80193 -0.92313
H: 4.04435 0.21968 -1.63769
O: -0.49667 -1.86972 -1.31915
H: -0.58613 -2.08225 -2.24144
H: -0.58124 -0.88247 -1.12049

Atomic forces in eV per Å
N 0.2 0.6 0.4
C -0.8 -0.6 -1.7
N 0.0 0.7 -0.3
C -2.9 0.1 1.2
C -1.8 -0.3 -0.7
C 0.5 -2.0 0.9
C 2.6 0.7 -0.3
O -0.9 0.5 0.3
H -0.3 -0.3 0.1
H 0.5 -0.2 -0.2
H 1.2 0.3 0.9
H -0.2 -0.6 0.6
H -0.1 0.0 -0.1
H 1.8 0.8 0.5
H 0.1 -0.8 -1.0
H 0.6 0.3 -0.8
H 0.7 0.3 0.8
H 0.0 0.8 0.4
H -0.6 0.2 -0.5
H -0.8 -0.1 -0.8
H -0.1 0.2 0.3
H 0.1 -0.3 0.0
O -0.3 -0.7 0.1
H -0.1 0.5 -0.4
H 0.1 0.1 0.3
O -1.8 1.7 0.3
H 0.8 -0.8 -0.4
H 0.9 -1.1 0.0
O -0.2 -0.2 0.1
H 0.1 0.0 -0.4
H 0.3 -0.1 0.3
O 0.1 -0.1 -1.3
H -0.3 -0.1 0.5
H 0.1 0.0 0.6
O 0.5 -0.1 0.1
H -0.1 -0.1 0.0
H -0.5 0.0 0.0
O 0.4 1.2 -0.7
H 0.3 -0.4 0.6
H -0.5 -0.3 0.3
O 0.3 -0.6 0.5
H -0.3 0.4 0.2
H -0.2 0.1 -0.6
O 0.8 -0.5 0.3
H -0.2 -0.2 -0.1
H -0.2 0.7 -0.2
O -0.1 -0.7 -0.3
H 0.0 0.4 0.1
H -0.2 0.2 0.3
O 0.2 -0.5 -0.6
H -0.7 0.4 0.7
H 0.4 0.4 -0.1
O -0.4 -0.5 1.2
H -0.2 0.3 -0.5
H 0.5 0.0 -0.8

***

Density functional theory data (ωB97M-V/def2-TZVPD) for a cluster of 2 separate species, C5H14O3 in total in a non-equilibrium geometry.

For the HOMO energy, the calculation gives -0.403 Ha. The value obtained for the frontier orbital gap is 11.739 eV. As for the LUMO energy: 0.7754 eV. The SMILES is CC(C)C.OC(O)O.

Geometry (Å):
C: 1.73513 2.42172 -0.61261
C: 1.26839 0.97909 -0.81253
C: -0.14588 0.94091 -1.39374
C: 1.33405 0.19848 0.50161
H: 1.08895 2.93741 0.10082
H: 1.70642 2.97534 -1.55172
H: 2.75607 2.45486 -0.23001
H: 1.94440 0.49566 -1.52715
H: -0.48178 -0.08513 -1.54274
H: -0.18726 1.45189 -2.35615
H: -0.84750 1.43953 -0.72077
H: 0.66927 0.65103 1.24157
H: 2.34462 0.20520 0.91127
H: 1.02923 -0.83763 0.35269
O: -1.02493 -2.16861 1.89729
C: -1.98605 -1.69340 0.69332
O: -1.57937 -2.21508 -0.48918
O: -3.08341 -2.22364 1.24173
H: -0.35664 -1.49992 2.09290
H: -1.94555 -0.60310 0.63834
H: -1.74607 -3.16952 -0.48143
H: -2.49208 -2.65509 2.04652

Atomic forces in eV per Å
C 0.0 -0.2 -0.1
C -0.1 0.1 0.1
C 0.2 0.0 0.0
C 0.0 0.1 -0.2
H 0.0 0.0 0.0
H 0.0 0.0 0.0
H 0.0 0.0 0.0
H 0.0 0.0 0.0
H 0.0 0.0 0.0
H 0.0 0.0 0.0
H 0.0 0.0 0.0
H 0.0 0.1 0.1
H 0.0 0.0 0.0
H 0.0 -0.1 0.0
O 0.1 1.1 -1.9
C 2.1 -0.3 1.6
O 0.0 0.0 0.0
O 0.4 -1.8 2.0
H 0.0 -0.1 0.0
H 0.1 -0.1 -0.1
H 0.0 0.1 0.1
H -2.7 1.0 -1.7

***

Density functional theory data (ωB97M-V/def2-TZVPD) for the molecule C4H7NO in a non-equilibrium geometry.

For the HOMO energy, the calculation gives -0.356 Ha. The value obtained for the frontier orbital gap is 10.449 eV. As for the LUMO energy: 0.7529 eV. The SMILES is C[C@@]1(C=O)CN1.

Geometry (Å):
C: 1.37011 -0.53629 0.03788
C: -0.06252 -0.13868 -0.16584
C: -1.13411 -1.00752 0.39954
O: -2.30930 -0.85372 0.14160
C: -0.16660 1.35218 0.06341
N: -0.42088 0.76970 -1.22503
H: 1.43203 -1.52210 -0.40040
H: 2.12929 0.07890 -0.45224
H: 1.70964 -0.64123 1.07902
H: -0.79004 -1.82958 1.06198
H: -1.00387 1.63920 0.67822
H: 0.68682 2.03228 0.10551
H: -1.43238 0.66942 -1.31662

Atomic forces in eV per Å
C 0.6 -1.7 -0.7
C 1.4 1.5 1.6
C -0.3 0.2 -0.1
O 0.6 0.0 0.1
C -1.1 0.5 0.4
N -0.4 -0.2 -0.7
H 0.7 -0.6 -0.1
H -0.6 0.2 -0.2
H -0.6 0.2 -0.1
H -0.1 0.1 -0.1
H -0.3 0.3 -0.1
H 0.0 -0.7 0.2
H 0.1 0.0 -0.3